The following is a quantum chemistry calculation of C2H3ClN2O in the gas phase at a distorted geometry, from the Open Molecules 2025 dataset.

Structure (ORCA input):
```
! RIJCOSX wB97M-V def2-TZVPD def2/J DEFGRID3
* xyz 0 1
Cl 0.107 1.538 2.414
O -0.124 0.873 -0.878
N 1.131 0.803 1.107
N 1.028 1.478 0.066
C 0.040 -1.087 0.493
C -0.438 -0.324 -0.445
H -1.479 -0.447 -0.850
H 0.705 2.555 0.059
H 0.305 -2.014 0.942
*
```

Properties
largest force on an atom: 3.95 eV/Å
HOMO-LUMO gap (alpha / beta): 7.396 / 7.389 eV